<w>
The following is a DFT calculation (wB97M-V/def2-TZVPD) of an isolated ion of composition C2H6N3OS and charge +1.

Results
HOMO level (alpha / beta), eV: -14.31 / -14.31
Charge: +1
HOMO-LUMO gap (alpha / beta), Ha: 0.255 / 0.255

```
13
C2H6N3OS wB97M-V/def2-TZVPD
C -0.70510 0.27335 -1.03777
C 0.43500 0.44502 1.09108
N -0.16006 1.03933 0.00211
N 0.29442 0.03980 -1.89850
N -0.62080 -0.47402 1.49890
O -1.85759 -0.13986 -1.06717
S -0.56395 -1.95333 1.64644
H 1.27852 -0.11559 0.94379
H 0.64455 1.15487 1.75839
H -0.76125 1.83903 0.24812
H 1.16678 0.55911 -1.80840
H 0.13004 -0.29313 -2.80829
H 0.71944 -2.37457 1.43130
```

=====

<x>
The following is a DFT calculation (wB97M-V/def2-TZVPD) of an isolated ion of composition C2H6N3OS and charge +1.

Results
HOMO level (alpha / beta), eV: -13.54 / -13.79
Charge: +1
HOMO-LUMO gap (alpha / beta), Ha: 0.205 / 0.234

```
13
C2H6N3OS wB97M-V/def2-TZVPD
C 0.97192 -0.30713 -0.04295
C 2.04013 0.70965 -0.27453
N -4.08607 -0.38993 0.16217
N -0.21071 0.29692 0.20403
N 1.20048 -1.51416 0.24729
O -1.42662 -0.34193 -0.07772
S -2.95473 0.50631 -0.07682
H 3.05268 0.32029 -0.01133
H 1.73393 1.54107 0.32343
H 1.94221 1.00845 -1.25272
H -4.11535 -1.24127 0.65194
H -0.28953 1.22803 -0.07470
H 2.14165 -1.81630 0.22190
```

=====

<y>
The following is a DFT calculation (wB97M-V/def2-TZVPD) of an isolated ion of composition C2H6N3OS and charge +1.

Results
HOMO level, eV: -14.75
Charge: +1
HOMO-LUMO gap, Ha: 0.363

```
13
C2H6N3OS wB97M-V/def2-TZVPD
C -1.24816 -0.43595 -0.30744
C 0.31765 1.25773 0.54451
N -0.84000 0.46293 0.72592
N -0.15310 -0.93515 -0.93105
N 0.96514 -1.32414 -0.15227
O -2.35662 -0.77278 -0.57648
S 1.84508 0.06439 0.12788
H 0.12540 2.04224 -0.11408
H 0.57009 1.78468 1.41664
H -1.40980 0.72558 1.53047
H -0.28985 -1.46864 -1.75948
H 0.68620 -1.79437 0.74938
H 1.78796 0.39349 -1.25401
```

=====

Of them, <x> has the lowest stability.

=====

<w>
The following is a DFT calculation (wB97M-V/def2-TZVPD) of one molecule with the formula C3H3N3OS.

Results
HOMO level, eV: -8.92
HOMO-LUMO gap, Ha: 0.294
SMILES: O/C=C1\N=NC(S)=N1

```
11
C3H3N3OS wB97M-V/def2-TZVPD
C -1.64435 -0.37253 0.00375
C -0.41777 0.12950 -0.04934
C 1.72118 0.37217 -0.03949
H -3.45403 -0.34325 -0.02857
H -1.69196 -1.43673 -0.08504
H 3.07701 -1.28559 0.41428
N -0.15729 1.52276 0.03489
N 1.12190 1.63769 -0.04261
N 0.81116 -0.59502 -0.05337
O -2.77003 0.30084 -0.08342
S 3.40419 0.07015 -0.07108
```

=====

<x>
The following is a DFT calculation (wB97M-V/def2-TZVPD) of one molecule with the formula C3H3N3OS.

Results
HOMO level, eV: -9.26
HOMO-LUMO gap, Ha: 0.285
SMILES: NN1C(=O)C=NC1=S

```
11
C3H3N3OS wB97M-V/def2-TZVPD
C -0.17190 1.04001 -0.24132
C 0.97627 0.85626 -1.17813
C 0.54682 -1.14882 -0.46780
H -2.02296 -0.60403 1.10251
H -0.82146 0.12269 2.10543
H 1.48527 1.82230 -1.56071
N -1.04907 -0.66460 1.36312
N -0.35539 -0.29077 0.17456
N 1.32399 -0.31227 -1.36825
O -0.91927 1.82328 0.21769
S 1.00771 -2.64406 -0.14710
```

=====

<y>
The following is a DFT calculation (wB97M-V/def2-TZVPD) of one molecule with the formula C3H3N3OS.

Results
HOMO level, eV: -9.89
HOMO-LUMO gap, Ha: 0.360
SMILES: O=c1nc[nH]c(S)n1

```
11
C3H3N3OS wB97M-V/def2-TZVPD
C -0.81660 -0.55172 0.02457
C 1.38617 -1.18810 -0.05385
C 0.98504 1.12925 -0.01163
H -2.89089 0.27618 0.60345
H 1.29994 2.13535 -0.17700
H -1.05861 1.66772 -0.15229
N 0.04022 -1.47358 0.12537
N 1.79290 0.17608 -0.00439
N -0.41126 0.80008 -0.12275
O 2.24531 -1.99669 -0.12077
S -2.57223 -0.97457 -0.11072
```

=====

Of them, <w> has the lowest stability.

=====

<w>
The following is a DFT calculation (wB97M-V/def2-TZVPD) of an isolated ion of composition C4H3N2 and charge +1.

Results
HOMO level (alpha / beta), eV: -15.71 / -14.58
Charge: +1
HOMO-LUMO gap (alpha / beta), Ha: 0.318 / 0.280
SMILES: C=[N+]=C=CC#N

```
9
C4H3N2 wB97M-V/def2-TZVPD
C -2.11352 1.07142 0.23736
C -1.29239 0.10085 0.78373
C -0.20047 -0.21866 0.16410
C 2.05417 -0.60000 -0.60696
N -3.18046 1.99861 -0.20565
N 0.87829 -0.35398 -0.30694
H -1.43477 -0.58018 1.52541
H 2.68996 -1.28327 -0.03755
H 2.59919 -0.13478 -1.55350
```

=====

<x>
The following is a DFT calculation (wB97M-V/def2-TZVPD) of a 2-piece molecular cluster, C4H3N2 overall.

Results
HOMO level (alpha / beta), eV: -16.29 / -16.52
Charge: +1
HOMO-LUMO gap (alpha / beta), Ha: 0.314 / 0.294

```
9
C4H3N2 wB97M-V/def2-TZVPD
C -3.15181 0.03697 -0.05323
C -0.25750 1.79606 -0.00561
C 0.40809 0.75184 0.16937
C 1.95221 -1.04491 -0.03759
N -3.90014 -0.78672 0.15142
N 0.94562 -0.34676 -0.04713
H -0.87514 2.60882 -0.20329
H 1.91026 -2.08492 -0.52343
H 2.96839 -0.93038 0.54949
```

=====

Of them, <x> has the lowest stability.

=====

<w>
The following is a DFT calculation (wB97M-V/def2-TZVPD) of an isolated ion of composition C7H13N2O and charge +1.

Results
HOMO level, eV: -12.67
Charge: +1
HOMO-LUMO gap, Ha: 0.350
SMILES: CC1=CN(C)C=[NH+][C@@H](C)O1

```
23
C7H13N2O wB97M-V/def2-TZVPD
C -1.41506 0.11922 0.80458
C 0.63785 0.09935 -1.15977
C -0.55506 -0.53271 -1.40508
C 1.02671 0.87768 1.42847
C 1.76379 0.11822 -2.12720
C 2.01250 0.04127 2.10746
C -2.89351 -0.56847 -0.79968
N -1.57082 -0.29485 -0.38650
N -0.43681 0.54602 1.60846
O 1.26884 0.72021 -0.08818
H -2.35826 0.29305 1.35376
H -1.00179 -1.07168 -2.21923
H 1.16230 1.92385 1.57640
H 2.46384 -0.73240 -1.87060
H 2.33895 1.10267 -1.97996
H 1.37411 0.03177 -3.26361
H 2.07734 -1.02073 1.94209
H 2.06856 0.22412 3.17054
H 2.89004 0.19912 1.55698
H -3.02675 -1.00438 -1.86123
H -3.31003 -1.32540 -0.24937
H -3.40953 0.36760 -0.77226
H -0.81801 0.77466 2.55212
```

=====

<x>
The following is a DFT calculation (wB97M-V/def2-TZVPD) of an isolated ion of composition C7H13N2O and charge +1.

Results
HOMO level (alpha / beta), eV: -11.76 / -11.76
Charge: +1
HOMO-LUMO gap (alpha / beta), Ha: 0.304 / 0.304

```
23
C7H13N2O wB97M-V/def2-TZVPD
C -1.65956 -0.97081 -1.54553
C -1.38155 -1.57898 -0.18236
C 1.62688 -0.74592 0.11960
C 0.52926 -0.66885 1.18831
C 1.57118 0.42332 -0.81364
C -0.71452 0.68542 -0.50117
C -0.82371 2.07348 0.00631
N -1.29153 0.24324 -1.63123
N -0.79107 -0.43507 0.55701
O 2.07451 1.56625 -0.34620
H -2.10612 -1.50656 -2.36036
H -2.28972 -1.95174 0.29492
H -0.66859 -2.40153 -0.26603
H 2.58476 -0.73242 0.64695
H 1.55700 -1.67442 -0.44768
H 0.49959 -1.58658 1.77754
H 0.73560 0.17086 1.85645
H 1.56977 0.24817 -1.88205
H -1.75772 2.23025 0.54950
H -0.81550 2.75069 -0.84262
H 0.01239 2.32519 0.66065
H -1.43585 -0.12414 1.28908
H 2.20506 2.23301 -1.03219
```

=====

<y>
The following is a DFT calculation (wB97M-V/def2-TZVPD) of an isolated ion of composition C7H13N2O and charge +1.

Results
HOMO level (alpha / beta), eV: -13.20 / -13.20
Charge: +1
HOMO-LUMO gap (alpha / beta), Ha: 0.271 / 0.271
SMILES: CCN/C=C\[N+](C)=C/C=O

```
23
C7H13N2O wB97M-V/def2-TZVPD
C 1.53602 0.07956 0.89542
C 0.93739 0.58575 -0.19697
C -0.23165 -2.07969 0.04805
C -0.18280 -1.39735 1.34141
C -1.73523 0.60412 -2.78950
C 1.24413 -0.55136 3.16940
C -0.66742 1.16184 -1.91166
N 0.94207 -0.77533 1.78577
N -0.18408 0.39143 -0.78043
O -1.19491 -2.60090 -0.48845
H 2.62843 0.33610 1.19006
H 1.49355 1.41622 -0.80179
H 0.82198 -2.22038 -0.34567
H -0.77028 -1.82551 2.11618
H -1.43140 -0.31289 -3.29126
H -2.60083 0.28132 -2.09037
H -1.90082 1.38802 -3.53574
H 1.21437 -1.37921 3.79318
H 2.25365 -0.19880 3.36853
H 0.69882 0.21508 3.62894
H -1.08118 2.19956 -1.56634
H 0.27922 1.43958 -2.50973
H -0.88577 -0.22606 -0.42680
```

=====

Of them, <y> has the lowest stability.